Record 1
Formula: C32H45GeO10P2SW
Source: OMol25
Level of theory: the ωB97M-V functional and the def2-TZVPD basis

As for the energy: -5223.6015 hartree. Its net charge is +1. The calculation puts the strongest force on any atom at 2.820 eV Å⁻¹.

The geometry in XYZ format:
```
92
Properties=species:S:1:pos:R:3:mulliken_charge:R:1
W -1.242 0.071 -0.132 2.7400
C -1.124 -0.131 -6.584 -1.5310
C -1.436 -0.101 -5.108 0.8964
C -2.125 1.161 -4.649 -1.2205
O -0.100 -0.236 -4.439 -0.1453
P 0.304 -0.332 -2.960 -0.6663
O -0.648 0.402 -2.020 -0.3200
C 1.827 0.554 -2.570 -0.8313
P 2.100 0.268 -0.784 0.0135
O 0.867 -0.236 -0.078 -0.7668
O 3.179 -0.848 -0.639 -0.0716
C 4.607 -0.660 -0.931 0.6080
C 4.976 -1.682 -1.984 -1.3941
C 5.369 -0.835 0.363 -1.3980
O 2.677 1.629 -0.293 -0.3809
C 2.357 2.368 0.955 1.8287
C 2.893 3.763 0.743 -1.6566
C 2.963 1.673 2.153 -1.0009
O 0.675 -1.777 -2.560 0.7127
C 0.631 -3.015 -3.364 0.6855
C 0.619 -4.146 -2.365 -1.2691
C 1.830 -3.023 -4.287 -1.3373
H -2.060 -0.102 -7.142 0.4153
H -0.594 -1.043 -6.855 0.3904
H -0.525 0.733 -6.870 0.3367
H -1.987 -0.985 -4.792 0.2451
H -1.515 2.038 -4.870 0.3127
H -2.355 1.126 -3.587 0.1312
H -3.063 1.256 -5.196 0.4648
H 1.675 1.621 -2.727 0.4947
H 2.690 0.208 -3.138 0.5830
H 4.736 0.355 -1.317 0.3820
H 4.773 -2.688 -1.618 0.3087
H 6.038 -1.606 -2.216 0.4933
H 4.415 -1.524 -2.905 0.2901
H 5.151 -1.812 0.794 0.3205
H 5.106 -0.064 1.083 0.2169
H 6.439 -0.775 0.169 0.4558
H 1.268 2.382 1.014 -0.7358
H 3.970 3.737 0.571 0.3565
H 2.703 4.357 1.637 0.4230
H 2.407 4.246 -0.102 0.4091
H 4.039 1.845 2.208 0.3796
H 2.775 0.600 2.141 0.2062
H 2.510 2.075 3.060 0.2937
H -0.306 -2.983 -3.915 0.2983
H 1.512 -4.107 -1.739 0.2657
H 0.607 -5.098 -2.896 0.4410
H -0.259 -4.084 -1.728 0.1732
H 2.756 -2.998 -3.710 0.1623
H 1.809 -2.182 -4.980 0.3301
H 1.824 -3.941 -4.874 0.4844
O -3.602 -2.860 -0.928 -0.6559
S -2.552 -2.008 -1.354 0.8550
O -2.936 -0.474 -1.103 -0.6353
O -2.114 -2.097 -2.724 -0.5407
O -1.354 -2.062 -0.392 -0.7735
C -0.961 1.686 0.489 -0.8195
Ge -1.564 1.137 2.295 2.2371
C -3.246 0.308 1.686 -0.5942
C -3.592 -1.033 1.883 0.6611
C -4.820 -1.506 1.448 -0.7434
C -5.704 -0.649 0.816 -0.4123
C -5.374 0.688 0.608 -1.1942
C -4.144 1.159 1.015 -0.1441
C -0.592 -0.352 3.189 0.3984
C -1.303 -0.767 4.327 -0.6415
C -0.850 -1.805 5.122 -0.7206
C 0.322 -2.471 4.785 -0.5786
C 1.034 -2.076 3.666 -0.9320
C 0.585 -1.021 2.879 0.0515
C -1.757 2.590 3.586 0.1741
C -2.845 3.454 3.576 -0.3158
C -2.940 4.465 4.520 -0.8208
C -1.945 4.623 5.475 -0.5445
C -0.856 3.764 5.490 -0.8651
C -0.763 2.750 4.548 -0.1530
H -2.902 -1.709 2.374 0.2908
H -5.068 -2.550 1.575 0.4210
H -6.656 -1.024 0.465 0.4244
H -6.071 1.346 0.106 0.4314
H -3.872 2.188 0.812 0.5238
H -2.222 -0.262 4.609 0.4116
H -1.408 -2.094 6.002 0.4515
H 0.672 -3.292 5.396 0.4009
H 1.946 -2.590 3.392 0.4818
H 1.172 -0.738 2.016 0.1540
H -3.636 3.339 2.846 0.2829
H -3.794 5.129 4.511 0.4266
H -2.023 5.412 6.212 0.4003
H -0.083 3.877 6.238 0.4298
H 0.080 2.068 4.580 0.3525
```

---

Record 2
Formula: C32H45NP2V
Source: OMol25
Level of theory: the ωB97M-V functional and the def2-TZVPD basis

As for the energy: -2927.2979 hartree. Its net charge is +2. The calculation puts the strongest force on any atom at 1.267 eV Å⁻¹. The multiplicity is 2.

The geometry in XYZ format:
```
81
Properties=species:S:1:pos:R:3:mulliken_charge:R:1
V 0.202 -0.971 0.065 -1.4861
C -0.714 1.131 4.570 -1.3841
C -0.269 1.196 3.108 0.8967
C -0.709 2.496 2.421 -1.5140
P -0.802 -0.218 2.079 1.1502
C -0.700 -1.813 2.987 0.3208
C -0.671 -2.931 1.930 -1.3181
C -1.818 -2.054 3.996 -1.5711
C -2.514 0.064 1.564 -0.0970
C -3.583 0.547 2.306 -0.4188
C -4.815 0.788 1.705 0.6431
C -5.985 1.301 2.500 -1.6830
C -4.937 0.548 0.332 -0.9682
C -3.886 0.055 -0.421 -0.8269
C -2.675 -0.200 0.209 -0.6771
N -1.521 -0.732 -0.429 1.5240
C -1.600 -1.493 -1.634 1.1857
C -2.606 -2.442 -1.863 -0.6221
C -2.616 -3.140 -3.047 -0.9899
C -1.637 -2.939 -4.036 0.4464
C -1.678 -3.715 -5.323 -1.6607
C -0.628 -2.025 -3.783 -1.0048
C -0.597 -1.284 -2.601 -1.0113
P 0.733 -0.150 -2.078 1.0712
C 0.590 1.460 -2.922 0.6399
C 0.725 1.319 -4.436 -1.4403
C -0.733 2.118 -2.510 -1.1702
C 2.262 -1.019 -2.616 0.4486
C 2.347 -2.390 -1.934 -1.5956
C 3.499 -0.166 -2.322 -1.4011
H -0.348 2.022 5.083 0.4891
H -0.301 0.266 5.089 0.4371
H -1.798 1.120 4.677 0.1838
H 0.819 1.135 3.077 0.5111
H -1.761 2.706 2.621 0.4329
H -0.578 2.468 1.337 0.2212
H -0.119 3.328 2.806 0.4067
H 0.267 -1.789 3.499 0.5605
H -1.589 -2.952 1.340 0.2281
H -0.559 -3.907 2.402 0.6225
H 0.204 -2.880 1.244 0.3935
H -2.793 -2.052 3.505 0.3293
H -1.827 -1.311 4.791 0.3501
H -1.678 -3.033 4.459 0.4978
H -3.471 0.742 3.366 0.1839
H -5.742 1.404 3.556 0.3485
H -6.836 0.624 2.410 0.3919
H -6.308 2.275 2.129 0.3769
H -5.884 0.755 -0.154 0.4734
H -4.006 -0.118 -1.484 0.5558
H -3.369 -2.616 -1.115 0.5898
H -3.401 -3.866 -3.225 0.4827
H -2.703 -3.917 -5.630 0.4299
H -1.178 -4.678 -5.198 0.3289
H -1.173 -3.181 -6.127 0.3866
H 0.141 -1.874 -4.534 0.4212
H 1.423 2.048 -2.528 0.5890
H -0.089 0.721 -4.850 0.3191
H 1.676 0.878 -4.734 0.3766
H 0.667 2.310 -4.889 0.4984
H -1.584 1.547 -2.889 0.2651
H -0.793 3.120 -2.932 0.5694
H -0.832 2.203 -1.426 0.0759
H 2.176 -1.167 -3.695 0.7110
H 2.571 -2.281 -0.868 0.3361
H 3.174 -2.965 -2.353 0.5344
H 1.446 -2.993 -2.068 0.2650
H 3.597 0.033 -1.253 0.1959
H 3.478 0.788 -2.850 0.3518
H 4.393 -0.699 -2.647 0.4958
C 4.296 0.655 1.751 -0.8440
C 3.840 -0.642 1.905 -0.8730
C 2.536 -0.967 1.524 -0.2595
C 1.694 -0.002 0.959 1.5905
C 2.174 1.308 0.813 -0.3983
C 3.459 1.632 1.209 -0.9064
H 5.303 0.912 2.057 0.4191
H 4.483 -1.399 2.337 0.4538
H 2.201 -1.991 1.694 0.3282
H 1.543 2.075 0.377 0.2892
H 3.822 2.646 1.087 0.4972
```

---

Record 3
Formula: C32H46AuN8O2SbSi
Source: OMol25
Level of theory: the ωB97M-V functional and the def2-TZVPD basis

As for the energy: -2500.9495 hartree. The calculation puts the strongest force on any atom at 1.641 eV Å⁻¹.

The geometry in XYZ format:
```
91
Properties=species:S:1:pos:R:3:mulliken_charge:R:1
Au -0.173 -0.105 0.033 2.1403
C -1.606 -0.321 5.775 -1.0945
N -0.842 -0.035 4.597 1.0921
C -1.179 -0.214 3.309 -1.3113
N -0.277 0.336 2.533 0.1303
C 0.624 0.845 3.397 -0.6011
N 0.307 0.646 4.653 -1.1340
C -2.754 0.648 5.976 0.8088
C -3.373 0.701 7.219 -0.9218
C -4.440 1.556 7.438 -0.6423
C -4.918 2.352 6.415 -0.9209
C -4.314 2.295 5.162 -0.4112
C -3.221 1.456 4.952 0.2027
C -4.886 3.027 4.054 0.7122
N -6.074 3.555 4.027 -0.4973
N -6.291 3.989 2.781 -0.6675
C -5.223 3.732 2.089 0.0385
O -4.276 3.128 2.847 -0.1150
C -5.048 3.985 0.672 0.0790
C -6.140 3.864 -0.189 -0.8141
C -5.968 4.093 -1.540 -0.7822
C -4.725 4.448 -2.042 -0.8850
C -3.640 4.587 -1.188 0.7353
C -2.264 4.953 -1.699 -1.2202
N -1.285 4.164 -1.005 0.8429
C -0.970 2.876 -1.209 -0.0175
N -0.249 2.430 -0.210 -0.1408
C -0.139 3.493 0.609 -0.4520
N -0.761 4.557 0.162 -1.0312
C -3.807 4.352 0.171 0.3912
H -0.921 -0.261 6.627 0.4445
H -2.003 -1.342 5.704 0.3036
H -2.060 -0.728 2.980 1.0896
H 1.507 1.354 3.076 0.5315
H -3.008 0.073 8.018 0.4819
H -4.909 1.584 8.408 0.3931
H -5.753 3.016 6.565 0.5414
H -2.755 1.446 3.978 0.7549
H -7.096 3.573 0.218 0.5574
H -6.804 3.976 -2.213 0.4193
H -4.597 4.618 -3.102 0.4397
H -2.048 6.005 -1.491 0.2526
H -2.189 4.772 -2.775 0.4473
H -1.270 2.318 -2.073 0.1468
H 0.398 3.468 1.535 0.4965
H -2.971 4.460 0.848 0.9057
C 3.982 0.924 -1.397 -1.0678
Si 3.195 -0.782 -1.000 0.2070
C 4.420 -1.756 0.101 -1.0775
C 3.041 -1.724 -2.667 -1.1106
O 1.822 -0.675 -0.242 -0.7857
H 4.931 0.845 -1.923 0.3660
H 4.161 1.483 -0.483 0.2646
H 3.315 1.521 -2.014 0.2673
H 5.355 -1.979 -0.405 0.3436
H 3.979 -2.698 0.411 0.2862
H 4.657 -1.198 1.002 0.2787
H 3.999 -1.926 -3.137 0.3808
H 2.442 -1.162 -3.378 0.2722
H 2.547 -2.679 -2.512 0.2787
C -5.832 0.067 -0.829 -1.6516
C -4.598 0.458 -0.038 1.6340
C -4.862 0.360 1.453 -1.4941
Sb -2.691 -0.642 -0.428 -0.5233
C -3.055 -2.546 0.629 0.8139
C -4.376 -3.262 0.399 -1.3773
C -1.885 -3.469 0.343 -1.5517
C -2.796 -1.131 -2.575 0.4048
C -3.819 -2.193 -2.931 -1.4328
C -2.994 0.153 -3.361 -1.2086
H -6.672 0.691 -0.519 0.4413
H -6.112 -0.970 -0.661 0.2296
H -5.691 0.223 -1.895 0.3592
H -4.341 1.495 -0.281 -0.7270
H -5.173 -0.648 1.721 0.2738
H -5.661 1.040 1.748 0.6223
H -3.962 0.618 2.012 0.2501
H -3.015 -2.242 1.680 0.0170
H -4.489 -3.579 -0.634 0.2135
H -5.232 -2.648 0.672 0.2626
H -4.403 -4.159 1.019 0.4779
H -1.910 -3.807 -0.691 0.2762
H -1.940 -4.349 0.982 0.4615
H -0.932 -2.972 0.523 0.3254
H -1.795 -1.514 -2.791 0.4814
H -4.818 -1.917 -2.600 0.2047
H -3.538 -3.144 -2.485 0.2864
H -3.849 -2.336 -4.012 0.5203
H -3.935 0.641 -3.109 0.1672
H -2.995 -0.047 -4.432 0.4898
H -2.179 0.844 -3.155 0.1311
```

---

Record 4
Formula: C32H46BBrF24IN2O6S
Source: OMol25
Level of theory: the ωB97M-V functional and the def2-TZVPD basis

As for the energy: -7499.2801 hartree. Its net charge is +1. The calculation puts the strongest force on any atom at 1.011 eV Å⁻¹.

The geometry in XYZ format:
```
114
Properties=species:S:1:pos:R:3:mulliken_charge:R:1
C 3.627 -0.105 -3.850 -0.7642
C 4.861 0.789 -3.696 -0.0930
C 5.969 0.155 -2.855 -1.1488
C 5.559 0.047 -1.377 0.1442
C 6.270 1.054 -0.476 -0.8769
C 5.851 0.945 1.006 -0.9210
C 5.005 2.113 1.533 -1.3529
C 3.561 2.245 1.007 1.9211
C 3.455 2.728 -0.443 0.6228
C 3.887 4.181 -0.775 -1.0590
O 4.685 4.723 0.280 -0.3099
C 4.166 5.733 0.975 0.0685
O 4.443 5.912 2.124 -0.4926
C 2.772 0.923 1.154 -1.6871
C 2.523 0.710 2.664 -0.0160
Br 3.944 -0.250 3.620 -0.0254
B 1.215 -0.200 2.783 0.6803
N 1.350 -1.641 2.644 -0.4644
O -0.012 0.383 2.945 -0.5819
C 2.319 2.148 3.160 -0.1615
C 2.746 2.574 4.561 -1.0084
C 1.777 3.590 5.176 -0.9938
C 0.419 2.968 5.540 0.0510
S -0.949 4.148 5.249 -0.2408
N 2.815 3.099 2.044 -0.0643
I 1.140 4.180 1.343 0.3175
H 3.068 0.171 -4.745 0.3304
H 2.926 -0.003 -3.020 -0.0551
H 3.878 -1.165 -3.922 0.3762
H 4.538 1.720 -3.208 -0.1476
H 5.223 1.083 -4.682 0.4696
H 6.197 -0.831 -3.270 0.3481
H 6.889 0.738 -2.967 0.4300
H 5.727 -0.968 -1.010 0.5695
H 4.473 0.194 -1.341 -0.3484
H 7.339 0.841 -0.556 0.4675
H 6.137 2.071 -0.857 0.3901
H 6.756 0.945 1.618 0.4670
H 5.387 -0.025 1.171 0.3850
H 4.961 2.034 2.623 0.4530
H 5.565 3.021 1.326 0.6853
H 4.080 2.057 -1.025 -1.8139
H 2.442 2.588 -0.828 0.6740
H 3.021 4.824 -0.936 0.4491
H 4.471 4.185 -1.694 0.4110
H 3.423 6.346 0.449 0.4708
H 1.782 1.093 0.712 0.3274
H 3.242 0.082 0.654 0.5653
H 1.603 -2.119 3.503 0.2289
H 0.477 -2.064 2.341 0.2057
H -0.582 -0.323 3.280 0.2255
H 1.234 2.256 3.155 0.4562
H 3.751 3.007 4.564 0.4301
H 2.778 1.680 5.184 0.4830
H 2.216 4.013 6.081 0.5075
H 1.606 4.436 4.507 0.3648
H 0.388 2.686 6.590 0.4934
H 0.192 2.084 4.946 -0.2672
H -1.809 3.331 4.631 0.1270
H 3.476 3.773 2.450 0.3063
C -1.338 0.980 -2.642 -1.1125
C 0.019 1.466 -3.175 0.9996
C 0.189 2.956 -3.489 0.2360
F -0.653 3.373 -4.441 -0.2440
F 1.460 3.157 -3.917 -0.2395
F 0.404 0.712 -4.218 -0.2742
F 0.916 1.243 -2.152 -0.1738
O -2.246 0.381 -3.539 -0.2729
C -3.160 1.095 -4.275 0.7411
C -2.916 0.973 -5.785 0.4490
F -1.651 1.333 -6.081 -0.2442
F -3.764 1.807 -6.422 -0.2763
F -3.232 2.377 -3.877 -0.3234
F -4.369 0.539 -4.025 -0.3145
H -1.077 0.163 -1.970 0.4112
H -1.818 1.746 -2.031 0.3251
H 0.034 3.550 -2.582 0.2107
H -3.084 -0.051 -6.117 0.1311
C -5.258 -4.668 -3.395 -0.7817
C -4.106 -4.035 -4.189 0.8620
C -4.287 -2.611 -4.720 0.2659
F -5.319 -2.512 -5.574 -0.2680
F -3.164 -2.245 -5.393 -0.2902
F -3.712 -4.859 -5.180 -0.2780
F -3.066 -3.931 -3.304 -0.3183
O -6.138 -5.554 -4.056 -0.3962
C -7.267 -5.139 -4.712 0.8034
C -7.219 -5.449 -6.216 0.1980
F -6.114 -4.928 -6.782 -0.2116
F -8.304 -4.897 -6.799 -0.2504
F -7.546 -3.846 -4.475 -0.2934
F -8.295 -5.866 -4.223 -0.2990
H -4.753 -5.309 -2.674 0.4349
H -5.799 -3.916 -2.818 0.3498
H -4.436 -1.913 -3.893 0.2121
H -7.228 -6.529 -6.371 0.2379
C -3.933 -3.561 6.550 -0.8168
C -2.536 -3.264 5.985 0.9569
C -2.236 -1.845 5.494 0.1243
F -3.031 -1.458 4.481 -0.2807
F -0.954 -1.822 5.018 -0.3311
F -2.211 -4.156 5.028 -0.2646
F -1.669 -3.438 7.024 -0.3120
O -4.887 -4.172 5.707 -0.3897
C -5.723 -3.466 4.884 0.7940
C -5.493 -3.791 3.401 0.1941
F -4.201 -3.602 3.056 -0.2135
F -6.256 -2.963 2.656 -0.2544
F -5.668 -2.142 5.118 -0.2885
F -6.980 -3.870 5.152 -0.2915
H -3.749 -4.315 7.314 0.4104
H -4.344 -2.691 7.065 0.3609
H -2.316 -1.124 6.311 0.3423
H -5.771 -4.827 3.201 0.2455
```

---

Record 5
Formula: C32H46BCoN4P2S2
Source: OMol25
Level of theory: the ωB97M-V functional and the def2-TZVPD basis

As for the energy: -4352.8949 hartree. Its net charge is -1. The calculation puts the strongest force on any atom at 0.494 eV Å⁻¹. The multiplicity is 2.

The geometry in XYZ format:
```
88
Properties=species:S:1:pos:R:3:mulliken_charge:R:1
Co -0.851 -0.512 0.218 0.0188
C -1.583 -5.269 0.532 -1.7194
C -1.595 -3.847 -0.037 1.7106
C -3.009 -3.538 -0.538 -1.5719
C -0.627 -3.804 -1.231 -1.5474
P -1.003 -2.508 1.137 2.0289
C 0.683 -3.128 1.621 -1.8804
N 1.565 -2.220 0.950 0.1851
B 1.075 -1.083 0.189 0.4427
N 2.306 -0.457 -0.275 0.1967
C 2.473 0.774 -1.014 -1.7015
P 1.018 1.901 -0.792 1.0514
C 1.202 2.881 -2.398 1.9736
C 0.669 1.955 -3.501 -1.8603
C 2.618 3.299 -2.805 -1.8604
C 0.300 4.117 -2.346 -1.9852
C 1.524 2.967 0.682 1.9945
C 2.692 3.931 0.496 -1.9515
C 1.887 1.983 1.805 -1.7777
C 0.292 3.748 1.156 -1.5276
C 3.398 -1.178 0.173 0.5241
C 4.756 -0.977 -0.005 -0.7790
C 5.646 -1.873 0.591 -0.8051
C 5.190 -2.946 1.341 -0.8155
C 3.823 -3.159 1.524 -0.5128
C 2.939 -2.273 0.938 0.2341
C -1.907 -2.547 2.785 1.7152
C -1.261 -1.422 3.610 -1.5904
C -1.777 -3.857 3.574 -1.7011
C -3.391 -2.220 2.610 -1.6251
H -1.870 -5.957 -0.269 0.5190
H -2.296 -5.404 1.342 0.2847
H -0.598 -5.580 0.884 0.2914
H -3.223 -4.187 -1.393 0.5141
H -3.103 -2.505 -0.868 0.1312
H -3.762 -3.743 0.223 0.3276
H -0.928 -4.578 -1.942 0.6708
H 0.404 -4.004 -0.931 0.2521
H -0.654 -2.839 -1.734 0.0220
H 0.840 -4.164 1.302 0.5357
H 0.812 -3.100 2.707 0.6030
H 2.550 0.568 -2.087 0.5953
H 3.413 1.249 -0.716 0.2844
H 1.330 1.103 -3.675 0.3178
H 0.608 2.520 -4.436 0.5793
H -0.312 1.558 -3.264 0.1851
H 3.312 2.457 -2.812 0.2682
H 3.032 4.073 -2.164 0.2816
H 2.590 3.699 -3.824 0.5637
H -0.712 3.862 -2.026 0.2383
H 0.234 4.556 -3.346 0.5470
H 0.693 4.883 -1.677 0.2912
H 3.583 3.437 0.101 0.2824
H 2.960 4.363 1.465 0.4933
H 2.435 4.757 -0.166 0.3327
H 2.810 1.437 1.602 0.2062
H 1.091 1.254 1.970 0.1319
H 2.026 2.546 2.733 0.6819
H 0.003 4.533 0.459 0.2686
H 0.519 4.226 2.114 0.5195
H -0.565 3.087 1.296 0.1128
H 5.128 -0.150 -0.597 0.4545
H 6.711 -1.726 0.459 0.3767
H 5.901 -3.629 1.789 0.3718
H 3.460 -3.993 2.112 0.4688
H -0.240 -1.662 3.912 0.2644
H -1.851 -1.275 4.519 0.6128
H -1.248 -0.476 3.066 0.1165
H -0.752 -4.230 3.616 0.2167
H -2.409 -4.642 3.163 0.3502
H -2.105 -3.686 4.604 0.5353
H -3.536 -1.299 2.044 0.1258
H -3.835 -2.089 3.602 0.5314
H -3.929 -3.027 2.115 0.2736
S -1.772 -0.371 -1.890 -0.4685
C -2.569 1.173 -1.740 0.5230
C -2.954 1.859 -2.897 -0.9262
C -3.582 3.095 -2.849 0.4427
C -3.929 3.757 -4.071 -0.1707
N -4.214 4.277 -5.057 -0.6138
C -3.853 3.680 -1.601 0.6426
C -3.484 3.008 -0.443 -1.0560
C -2.838 1.773 -0.478 0.3711
S -2.411 0.989 1.021 -0.7463
C -4.496 4.957 -1.503 -0.1932
N -5.023 5.976 -1.411 -0.6146
H -2.747 1.408 -3.858 0.4401
H -3.698 3.456 0.518 0.4750
```